No. 1
Molecular formula: C34H26ClN2O4PRhS2Te
Method: DFT, ωB97M-V/def2-TZVPD

Results
Max |F| (eV/A): 1.96
Energy relative to the best compared isomer or geometry (same formula, charge and spin) (kcal per mole): 4.7
Highest occupied orbital energy (eV): -3.75
Calculated total energy (Eh): -3698.4019
LUMO (eV): 2.402
Total charge: -1
Frontier orbital gap (Eh): 0.2262

```
72
C34H26ClN2O4PRhS2Te, DFT ωB97M-V/def2-TZVPD
Rh -0.7596 0.5949 -0.6521
O -4.6011 1.1193 -0.6247
C -3.6781 0.3463 -0.4036
O -2.6772 0.2000 -1.2188
C -3.7236 -0.5534 0.8049
C -4.9949 -0.8364 1.3094
C -5.1859 -1.6952 2.3730
C -4.0733 -2.2872 2.9632
C -2.8093 -2.0072 2.4906
C -2.6052 -1.1303 1.4124
S -0.8977 -0.8869 1.0705
H -5.8331 -0.3511 0.8272
H -6.1832 -1.9059 2.7380
H -4.1921 -2.9663 3.7997
H -1.9427 -2.4591 2.9596
Cl 2.2244 -1.4543 1.4133
C 3.2911 -0.7290 0.2700
C 4.5316 -1.3178 0.0895
C 5.4293 -0.7671 -0.8078
C 5.0817 0.3756 -1.5069
C 3.8447 0.9671 -1.2967
C 2.9125 0.4269 -0.4119
P 1.3090 1.2774 -0.0109
C 1.6011 1.6498 1.7471
C 0.5273 1.7546 2.6242
C 0.7566 2.1019 3.9510
C 2.0447 2.3312 4.4026
C 3.1199 2.2291 3.5264
C 2.8987 1.8943 2.2018
C 1.5601 2.9153 -0.8005
C 1.7047 4.0851 -0.0627
C 1.8326 5.3112 -0.7054
C 1.8303 5.3758 -2.0892
C 1.6797 4.2124 -2.8347
C 1.5281 2.9940 -2.1948
H 4.7693 -2.2157 0.6412
H 6.3951 -1.2328 -0.9592
H 5.7748 0.8208 -2.2088
H 3.6090 1.8753 -1.8281
H -0.4804 1.5804 2.2821
H -0.0869 2.1890 4.6235
H 2.2187 2.5950 5.4391
H 4.1286 2.4097 3.8765
H 3.7362 1.8191 1.5194
H 1.7036 4.0460 1.0185
H 1.9323 6.2153 -0.1179
H 1.9351 6.3315 -2.5883
H 1.6546 4.2560 -3.9164
H 1.3630 2.0977 -2.7785
Te -0.6340 -1.5701 -2.1575
C 1.2418 -2.5190 -2.0651
C 1.5875 -3.6433 -1.3664
C 2.9121 -4.0888 -1.6318
C 3.5542 -3.3006 -2.5433
S 2.5399 -2.0341 -3.0755
H 0.9119 -4.1127 -0.6657
H 3.3653 -4.9528 -1.1649
H 4.5587 -3.4087 -2.9221
C -2.5900 4.3239 -2.8282
N -2.4700 3.9285 -1.4377
C -3.1503 4.5507 -0.4141
C -3.1009 4.1039 0.8470
C -2.3395 2.8894 1.1704
O -2.3270 2.3883 2.2831
N -1.6265 2.3803 0.1125
C -1.7295 2.8250 -1.1360
O -1.1248 2.1568 -2.0225
H -3.3538 5.0947 -2.9044
H -2.8741 3.4641 -3.4330
H -1.6420 4.7103 -3.2056
H -3.7375 5.4103 -0.7084
H -3.6648 4.5798 1.6339
```

No. 2
Molecular formula: C66H144F6N9O4S2
Method: DFT, ωB97M-V/def2-TZVPD

Results
Max |F| (eV/A): 5.45
Highest occupied orbital energy (eV): -22.66
Calculated total energy (Eh): -4787.5169
LUMO (eV): -12.154
Total charge: +7
Frontier orbital gap (Eh): 0.3861

```
231
C66H144F6N9O4S2, DFT ωB97M-V/def2-TZVPD
C 13.5143 16.4039 19.1533
F 14.4616 16.1986 18.2129
F 12.3156 16.2177 18.6363
F 13.7530 15.5478 20.1405
S 13.7358 18.2303 19.9030
O 12.7121 18.4231 20.9183
O 15.0656 18.1919 20.5256
N 13.5345 19.2012 18.4608
S 14.8464 19.9544 18.3278
O 15.0241 21.0767 19.2770
O 16.0001 19.0349 18.1148
C 14.5873 20.7277 16.5592
F 13.5395 21.6546 16.6243
F 15.6853 21.3445 16.1097
F 14.3383 19.8093 15.6257
C 19.1983 15.7343 10.3925
C 18.1563 16.2791 11.3819
C 18.7972 16.9527 12.6185
N 18.0034 17.9038 13.5786
C 17.5977 19.1753 12.8080
C 18.9426 18.2707 14.7581
C 18.4364 17.6021 16.0973
C 17.2862 16.6457 15.5931
C 16.8074 17.2298 14.2696
H 20.0006 16.4475 10.2036
H 18.7507 15.4740 9.4334
H 19.6479 14.8219 10.7843
H 17.4127 15.5013 11.5560
H 17.6828 17.1400 10.9100
H 19.5128 17.6800 12.2348
H 19.3841 16.2875 13.2519
H 17.0465 18.9555 11.8937
H 18.5146 19.7083 12.5560
H 17.0205 19.7277 13.5495
H 18.8905 19.3523 14.8826
H 19.9681 17.9291 14.6180
H 17.9951 18.3764 16.7248
H 19.2442 17.0680 16.5974
H 16.4447 16.4752 16.2646
H 17.7215 15.6930 15.2914
H 16.0200 17.9618 14.4494
H 16.4445 16.4350 13.6179
C 10.7371 13.4277 18.1281
C 11.7715 13.3827 16.9254
C 11.2855 14.3172 15.8359
N 12.2531 14.5304 14.6211
C 12.8207 13.1778 14.2343
C 13.4120 15.5300 14.9899
C 12.8542 16.8841 14.9224
C 11.7657 16.7670 13.7831
C 11.5202 15.2787 13.4673
H 11.2673 13.2495 19.0637
H 9.9640 12.6877 17.9212
H 10.2407 14.3958 18.1956
H 11.9316 12.3780 16.5341
H 12.6983 13.7266 17.3845
H 11.0462 15.2780 16.2916
H 10.3174 14.0474 15.4139
H 11.9904 12.5158 13.9882
H 13.4393 12.7677 15.0325
H 13.3634 13.2476 13.2916
H 14.2476 15.3177 14.3230
H 13.7217 15.3014 16.0097
H 13.5680 17.6425 14.6010
H 12.5914 17.0855 15.9609
H 12.0171 17.3335 12.8865
H 10.8270 17.1077 14.2200
H 12.0659 15.0485 12.5523
H 10.4634 15.0167 13.4158
C 20.2139 27.5755 16.1452
C 19.1494 27.1320 17.1144
C 17.9032 26.6528 16.3222
N 16.6857 26.3109 17.2409
C 15.9482 27.5913 17.7725
C 17.0153 25.3151 18.4094
C 15.8865 24.2667 18.3787
C 14.7800 24.7298 17.3811
C 15.6625 25.4758 16.3742
H 19.7217 28.3019 15.4985
H 20.7069 26.8422 15.5070
H 20.8852 28.1533 16.7805
H 18.8162 27.9837 17.7074
H 19.4359 26.4420 17.9081
H 18.2159 25.7356 15.8232
H 17.4990 27.4215 15.6636
H 16.5922 27.9634 18.5694
H 14.9430 27.2868 18.0639
H 15.9063 28.3459 16.9870
H 17.1041 25.9564 19.2863
H 17.9893 24.8645 18.2188
H 15.2801 24.1633 19.2785
H 16.3779 23.3753 17.9887
H 13.9738 25.3210 17.8155
H 14.3241 23.9188 16.8131
H 15.1672 26.1729 15.6983
H 16.2750 24.7941 15.7841
C 15.6017 24.5120 22.0794
C 14.1793 24.0002 22.3607
C 14.1759 22.5529 22.7758
N 12.7617 21.8629 22.8530
C 12.2245 21.5321 21.4034
C 11.7735 22.6574 23.6389
C 10.7968 21.6674 24.2037
C 11.7045 20.4499 24.6429
C 12.8862 20.4853 23.6560
H 16.1740 23.9057 21.3773
H 16.1047 24.6835 23.0311
H 15.5946 25.4752 21.5692
H 13.5190 24.0811 21.4972
H 13.8813 24.5615 23.2463
H 14.6030 22.6795 23.7707
H 14.8705 21.9828 22.1589
H 11.9385 22.4840 20.9561
H 11.3113 20.9506 21.5301
H 12.9869 21.0091 20.8260
H 11.3206 23.4530 23.0472
H 12.3449 23.1640 24.4167
H 10.0706 21.4476 23.4211
H 10.2492 22.1630 25.0053
H 11.1182 19.5795 24.3482
H 11.9965 20.4232 25.6927
H 12.9563 19.5898 23.0385
H 13.8424 20.4505 24.1782
C 8.6061 22.0663 14.4498
C 8.6725 20.8093 15.3414
C 9.3207 21.0635 16.7223
N 9.5648 19.6811 17.4738
C 10.6387 18.8330 16.7707
C 8.2348 18.9321 17.7391
C 8.6419 17.9431 18.8719
C 9.4682 18.7980 19.8077
C 10.0767 19.8938 18.9299
H 9.5882 22.5294 14.5449
H 7.8935 22.7404 14.9250
H 8.2883 21.8635 13.4270
H 9.1316 19.9849 14.7959
H 7.6210 20.5454 15.4549
H 8.6531 21.6670 17.3373
H 10.2993 21.5268 16.5961
H 10.2992 18.6474 15.7517
H 10.7338 17.8658 17.2644
H 11.6069 19.3287 16.7011
H 7.9621 18.4513 16.7997
H 7.5476 19.7342 18.0086
H 9.3357 17.1772 18.5251
H 7.7803 17.5304 19.3966
H 10.1959 18.1553 20.3031
H 8.8332 19.2886 20.5454
H 11.1650 19.8703 18.9863
H 9.8125 20.9142 19.2075
C 13.3120 16.0416 23.5409
C 14.7156 15.8566 24.0037
C 15.0626 16.8039 25.1096
N 16.5970 16.9214 25.3026
C 17.4807 17.5312 24.1931
C 17.1777 15.4982 25.7133
C 18.2317 15.7474 26.7465
C 18.0728 17.2166 27.2272
C 16.7876 17.7339 26.5767
H 13.0718 15.1974 22.8946
H 13.1674 17.0048 23.0514
H 12.6017 16.0011 24.3666
H 15.3671 16.0196 23.1451
H 14.9314 14.8417 24.3376
H 14.7790 16.5825 26.1386
H 14.6846 17.7981 24.8714
H 18.5101 17.6778 24.5203
H 17.1262 18.5556 24.0785
H 17.4457 17.0192 23.2315
H 17.5088 15.0983 24.7549
H 16.3084 14.9070 26.0013
H 19.2435 15.4794 26.4424
H 17.9517 15.0220 27.5103
H 18.8394 17.8185 26.7394
H 18.2167 17.3447 28.3001
H 16.9474 18.7952 26.3865
H 15.8929 17.8039 27.1953
C 21.8398 22.4072 24.8041
C 21.3013 22.3166 23.3655
C 20.2389 21.2548 23.0932
N 19.7656 21.2182 21.5704
C 19.1632 22.5736 21.0883
C 18.7441 20.0539 21.3436
C 18.7567 19.7006 19.8994
C 20.2754 19.5978 19.6781
C 20.8483 20.6925 20.5566
H 21.0249 22.6700 25.4786
H 22.6429 23.1353 24.9178
H 22.1565 21.3918 25.0422
H 22.0500 22.2154 22.5799
H 20.8757 23.2798 23.0842
H 19.3410 21.3412 23.7052
H 20.6199 20.2457 23.2499
H 20.0217 23.2451 21.1020
H 18.4164 22.7457 21.8634
H 18.7448 22.5317 20.0827
H 17.8048 20.3975 21.7768
H 19.0120 19.2402 22.0175
H 18.3596 20.4781 19.2468
H 18.1661 18.7953 19.7590
H 20.6194 19.6588 18.6456
H 20.6688 18.6462 20.0354
H 21.0765 21.5968 19.9924
H 21.6502 20.4301 21.2466
C 20.2576 10.4875 19.8973
C 18.8215 10.9061 20.0290
C 18.3777 12.1592 19.2152
N 17.2367 12.9581 19.9201
C 16.0504 11.9464 19.9331
C 16.8359 14.2204 19.1308
C 17.4160 15.4237 19.8344
C 18.2871 14.9324 21.0533
C 17.6739 13.5794 21.2839
H 20.4954 9.4486 20.1262
H 21.0572 11.0602 20.3672
H 20.4343 10.4294 18.8233
H 18.5458 11.0490 21.0738
H 18.1781 10.0724 19.7480
H 18.0300 11.7785 18.2549
H 19.2338 12.8198 19.0780
H 16.0209 11.3469 19.0232
H 15.0688 12.2700 20.2793
H 16.3458 11.2466 20.7149
H 15.7471 14.2684 19.1160
H 17.1887 14.0471 18.1142
H 16.6976 16.1945 20.1135
H 18.1609 15.9243 19.2159
H 18.1298 15.4449 22.0023
H 19.3567 14.8493 20.8601
H 16.7613 13.6571 21.8748
H 18.2819 13.0714 22.0325
```

No. 3
Molecular formula: C41H31BF5N13O5S2Ti
Method: DFT, ωB97M-V/def2-TZVPD

Results
Max |F| (eV/A): 1.30
Energy relative to the best compared isomer or geometry (same formula, charge and spin) (kcal per mole): 0.0
Highest occupied orbital energy (alpha / beta) (eV): -10.15 / -10.15
Calculated total energy (Eh): -4839.0086
LUMO (alpha / beta) (eV): -3.686 / -4.926
Total charge: +1
Frontier orbital gap (alpha / beta) (Eh): 0.2376 / 0.1920
2S+1: 2

```
99
C41H31BF5N13O5S2Ti, DFT ωB97M-V/def2-TZVPD
Ti -1.1695 -0.3548 -0.5310
C -5.0041 -0.7489 -2.5710
C -3.7802 -1.2318 -2.1189
N -3.1503 -0.2973 -1.4093
N -3.9558 0.7877 -1.3783
C -5.0699 0.5417 -2.0876
B -3.4551 2.1332 -0.7787
N -3.0082 1.8822 0.6906
C -3.4328 2.4172 1.8390
C -2.7035 1.8655 2.8798
C -1.8269 0.9900 2.2628
N -1.9987 1.0122 0.9324
N -2.1885 2.4991 -1.5807
C -1.8650 3.6151 -2.2474
C -0.7593 3.3554 -3.0310
C -0.4531 2.0301 -2.7718
N -1.2991 1.4976 -1.8806
N -4.5916 3.1268 -0.7968
C -5.7925 2.9548 -0.1744
C -6.5997 4.0054 -0.5140
C -5.8005 4.7885 -1.3713
N -4.6056 4.2591 -1.5433
H -5.7319 -1.2606 -3.1749
H -3.3246 -2.1950 -2.2676
H -5.8309 1.2952 -2.2017
H -4.2145 3.1576 1.8472
H -2.7980 2.0757 3.9303
H -1.0763 0.3576 2.7018
H -2.4778 4.4927 -2.1509
H -0.2558 4.0273 -3.7027
H 0.3109 1.4326 -3.2339
H -5.9855 2.0979 0.4526
H -7.6106 4.1871 -0.1936
H -6.0516 5.7117 -1.8688
C 7.1041 -2.6679 1.7177
O 5.9141 -3.2949 1.2636
C 5.6294 -3.2190 -0.0567
C 6.4669 -2.6514 -1.0097
C 6.0656 -2.6390 -2.3396
C 4.8299 -3.1351 -2.7207
C 4.0150 -3.7468 -1.7608
C 4.4160 -3.7924 -0.4470
N 4.5633 -3.0293 -4.1317
N 3.4217 -2.9346 -4.6057
C 2.2748 -2.6568 -3.7923
C 1.2027 -3.5043 -3.8713
C 0.0387 -3.3051 -3.0937
C -0.0429 -2.2045 -2.2989
O -1.0982 -1.8973 -1.4926
C 1.0000 -1.2678 -2.2874
N 0.7776 -0.1770 -1.5028
C 1.7406 0.7134 -1.3767
C 2.9444 0.6126 -2.0832
C 3.1531 -0.4515 -2.9204
C 2.1752 -1.4632 -3.0182
H 7.1006 -2.7652 2.7990
H 7.1187 -1.6101 1.4460
H 7.9894 -3.1632 1.3134
H 7.4288 -2.2432 -0.7382
H 6.7126 -2.2266 -3.1039
H 3.0850 -4.2196 -2.0386
H 3.7984 -4.2633 0.3051
H 1.2846 -4.3780 -4.5048
H -0.7695 -4.0239 -3.1160
H 1.5496 1.5589 -0.7284
H 3.6898 1.3851 -1.9625
H 4.0601 -0.5135 -3.5067
F 4.0563 6.1039 5.0388
C 3.4372 5.1741 4.3454
C 3.4247 5.2475 2.9561
F 4.0377 6.2539 2.3504
C 2.7760 4.2726 2.2367
F 2.7794 4.3611 0.9166
C 2.1187 3.1897 2.8660
S 1.3340 1.9909 1.9758
C 2.1591 3.1586 4.2798
F 1.5642 2.1731 4.9338
C 2.8037 4.1281 5.0100
F 2.8335 4.0838 6.3340
C 1.1595 -1.8723 2.8806
S 1.1803 -1.7464 1.1333
O 2.3919 -1.0963 0.7356
O 0.8849 -3.0274 0.5545
O -0.0526 -0.7951 0.9147
H 1.9574 -2.5579 3.1589
H 0.1896 -2.2529 3.1951
H 1.3415 -0.8807 3.2930
N -6.5507 -0.8239 3.3274
C -5.6306 -1.3489 2.8846
C -4.4546 -1.9705 2.3343
C -3.9952 -3.2091 2.7686
C -2.8500 -3.7181 2.1852
C -2.1971 -2.9732 1.2155
N -2.6344 -1.7777 0.8070
C -3.7505 -1.2981 1.3480
H -4.5316 -3.7545 3.5333
H -2.4572 -4.6825 2.4736
H -1.2941 -3.3371 0.7430
H -4.1142 -0.3488 0.9785
```

No. 4
Molecular formula: C3H3FO
Method: DFT, ωB97M-V/def2-TZVPD

Results
Max |F| (eV/A): 6.66
Energy relative to the best compared isomer or geometry (same formula, charge and spin) (kcal per mole): 48.2
Highest occupied orbital energy (eV): -10.18
Calculated total energy (Eh): -291.0989
LUMO (eV): -0.054
Total charge: 0
Frontier orbital gap (Eh): 0.3721

```
8
C3H3FO, DFT ωB97M-V/def2-TZVPD
C -0.0455 -0.0933 0.5294
C 1.2464 -0.2651 0.7479
C -0.3401 0.3700 -0.9716
H 1.6390 -0.4684 1.7337
H 2.0166 -0.5136 -0.0584
H -1.0984 1.4514 -1.3617
O 0.2195 -0.4570 -1.8045
F -1.0532 0.3463 1.3654
```

No. 5
Molecular formula: C4H18F6Hf2O21S4
Method: DFT, ωB97M-V/def2-TZVPD

Results
Max |F| (eV/A): 9.13
Highest occupied orbital energy (eV): -15.09
Calculated total energy (Eh): -4030.7969
LUMO (eV): -9.957
Total charge: +2
Frontier orbital gap (Eh): 0.1887

```
55
C4H18F6Hf2O21S4, DFT ωB97M-V/def2-TZVPD
Hf 27.0687 -17.8475 19.3951
Hf 27.6990 -22.0927 22.9933
S 26.1366 -18.8910 22.1060
O 25.1521 -18.2289 22.8931
O 27.1754 -17.9161 21.6471
O 26.7525 -20.0861 22.6571
O 25.6358 -19.1576 20.7400
S 28.7729 -20.8591 20.4599
O 29.9232 -21.3019 19.7496
O 28.0026 -19.8221 19.7115
O 27.8684 -21.9840 20.7820
O 29.0525 -20.4794 21.8558
C 23.7839 -24.7122 22.7028
F 24.6885 -25.6691 22.6100
F 22.6303 -25.1673 22.3005
F 23.7464 -24.3272 23.9755
S 24.2893 -23.1946 21.6925
O 23.2197 -22.2199 21.8195
O 25.5624 -22.7841 22.3505
O 24.5131 -23.6688 20.3471
C 28.4009 -18.7017 26.2784
F 27.9005 -19.3630 27.3177
F 27.4362 -18.2654 25.4715
F 29.1174 -17.7077 26.7307
S 29.4736 -19.9343 25.3733
O 30.0966 -20.7724 26.3737
O 28.5454 -20.6839 24.4755
O 30.4111 -19.1062 24.6394
O 23.6195 -20.3506 19.5254
H 24.2344 -19.9936 20.1863
H 23.2659 -21.1662 19.9262
O 24.8946 -16.7404 19.7060
H 24.2162 -16.9400 20.4103
H 24.4197 -16.2213 19.0372
O 23.7511 -20.4599 24.0684
H 22.8963 -20.4046 23.6243
H 24.1537 -19.5980 23.9148
O 25.3985 -18.9948 18.1870
H 25.2104 -19.0017 17.2333
H 24.6748 -19.5698 18.5892
O 27.6399 -15.7598 20.3758
H 27.0949 -15.1937 20.9529
H 28.5195 -15.3390 20.3583
O 26.1556 -21.6179 24.7801
H 26.1845 -21.9779 25.6809
H 25.3198 -21.0977 24.7286
C 21.6701 -15.6168 22.7056
C 21.8043 -17.0578 22.1833
O 23.0481 -17.3104 21.5576
H 20.6924 -15.5884 23.2026
H 21.7518 -14.8034 21.9946
H 22.2560 -15.5420 23.6279
H 20.9614 -17.2194 21.5094
H 21.6240 -17.7136 23.0402
H 23.6691 -17.6110 22.2407
```

No. 6
Molecular formula: C2H5N3S
Method: DFT, ωB97M-V/def2-TZVPD

Results
Max |F| (eV/A): 4.27
Energy relative to the best compared isomer or geometry (same formula, charge and spin) (kcal per mole): 81.2
Highest occupied orbital energy (eV): -8.59
Calculated total energy (Eh): -641.5547
LUMO (eV): 0.839
Total charge: 0
Frontier orbital gap (Eh): 0.3465

```
11
C2H5N3S, DFT ωB97M-V/def2-TZVPD
C 0.0527 0.0493 -0.4148
C 1.3953 -0.1500 0.1090
N -1.1224 -1.4144 -0.0751
N -2.1914 -0.9273 0.1066
N -0.7859 1.1599 0.0780
S -2.4256 0.7119 0.1001
H 0.1491 -0.2067 -1.5228
H 1.5330 0.4977 0.9236
H 2.0760 0.0139 -0.6096
H 1.6123 -1.1593 0.4173
H -0.2931 1.4251 0.8876
```

Question: Which value of max |F| does entry 4 give?
Answer: 6.66 eV/A